Entry 1:
The following is a quantum chemistry calculation of a structure of composition C55H63BrCdGe2NO4S4, from the OMol25 dataset.

Largest force on an atom (eV/A): 0.8
Frontier orbital gap (eV): 7.7
LUMO (eV): 2.3
Energy relative to the best compared isomer or geometry (same formula, charge and spin) (kcal/mol): 15.79
DFT total energy (eV): -298730.75714
HOMO level (hartree): -0.198

The geometry in ORCA input format:
```
! wB97M-V def2-TZVPD RIJCOSX def2/J DEFGRID3
* xyz -1 1
Cd -1.770 2.480 -0.440
C 5.578 -3.456 1.935
C 4.254 -3.476 1.220
C 3.064 -3.648 1.909
C 1.838 -3.660 1.257
C 0.570 -3.882 2.038
C 1.800 -3.482 -0.133
C 2.993 -3.323 -0.848
C 3.006 -3.142 -2.343
C 4.198 -3.330 -0.158
C 0.521 -3.762 -0.851
C 0.393 -5.111 -1.183
C -0.738 -5.595 -1.800
C -1.765 -4.718 -2.075
C -1.670 -3.359 -1.769
C -0.507 -2.845 -1.152
Ge -0.288 -0.858 -0.764
S -1.831 0.328 -1.717
S 0.057 -0.422 1.459
Ge 1.526 1.168 0.654
S 0.564 3.082 0.630
S 1.729 0.045 -1.328
C 3.304 1.482 1.535
C 3.379 1.478 2.934
C 4.591 1.732 3.569
C 5.719 2.045 2.830
C 5.629 2.133 1.451
C 4.434 1.858 0.790
C 4.412 2.004 -0.695
C 3.985 3.196 -1.287
C 3.661 4.418 -0.469
C 3.930 3.278 -2.678
C 4.326 2.225 -3.485
C 4.231 2.305 -4.985
C 4.828 1.079 -2.877
C 4.879 0.955 -1.499
C 5.398 -0.302 -0.863
C 2.162 1.272 3.775
C 1.715 -0.005 4.117
C 2.422 -1.245 3.647
C 0.572 -0.138 4.901
C -0.133 0.965 5.351
C -1.390 0.811 6.165
C 0.345 2.231 5.030
C 1.488 2.405 4.265
C 1.997 3.792 3.981
C -2.900 -2.620 -2.176
C -3.934 -2.402 -1.267
C -3.746 -2.703 0.195
C -5.136 -1.875 -1.725
C -5.328 -1.557 -3.061
C -6.629 -0.981 -3.552
C -4.283 -1.778 -3.948
C -3.077 -2.314 -3.530
C -1.959 -2.525 -4.514
H 5.460 -3.693 2.992
H 6.037 -2.466 1.860
H 6.273 -4.174 1.496
H 3.089 -3.799 2.983
H 0.794 -4.144 3.073
H -0.031 -4.677 1.594
H -0.034 -2.973 2.040
H 2.086 -3.503 -2.799
H 3.856 -3.661 -2.790
H 3.098 -2.078 -2.573
H 5.123 -3.236 -0.718
H 1.210 -5.780 -0.935
H -0.824 -6.645 -2.056
H -2.675 -5.072 -2.545
H 4.635 1.697 4.651
H 6.660 2.243 3.329
H 6.493 2.430 0.866
H 3.393 4.161 0.552
H 2.835 4.976 -0.909
H 4.536 5.075 -0.434
H 3.566 4.194 -3.134
H 3.764 3.237 -5.301
H 3.635 1.477 -5.372
H 5.222 2.243 -5.440
H 5.162 0.254 -3.500
H 5.770 -0.991 -1.621
H 4.598 -0.793 -0.306
H 6.206 -0.082 -0.162
H 3.317 -1.008 3.075
H 1.753 -1.818 3.006
H 2.704 -1.873 4.496
H 0.219 -1.135 5.149
H -1.486 -0.205 6.548
H -2.268 1.024 5.550
H -1.399 1.505 7.006
H -0.186 3.107 5.388
H 1.418 4.532 4.533
H 1.908 4.011 2.916
H 3.049 3.888 4.255
H -3.238 -3.657 0.347
H -4.706 -2.729 0.711
H -3.136 -1.922 0.661
H -5.944 -1.715 -1.018
H -7.429 -1.134 -2.826
H -6.927 -1.441 -4.496
H -6.525 0.093 -3.723
H -4.415 -1.525 -4.996
H -2.257 -2.198 -5.510
H -1.663 -3.575 -4.562
H -1.081 -1.949 -4.210
O -1.759 5.305 1.400
H -2.314 5.393 0.608
H -0.859 5.206 1.065
O -2.186 2.508 2.072
H -2.028 3.463 2.163
H -1.361 2.077 2.339
O -0.041 3.567 -2.385
H -0.424 3.220 -3.209
H 0.837 3.178 -2.299
O -1.778 2.428 -4.275
H -1.771 1.604 -3.753
H -2.515 2.939 -3.911
Br -3.383 4.186 -1.421
N -4.429 1.427 0.232
C -5.569 1.457 0.116
C -6.991 1.521 -0.029
C -7.804 0.646 0.690
C -9.178 0.691 0.524
C -9.742 1.604 -0.356
C -8.933 2.481 -1.066
C -7.559 2.447 -0.903
H -7.356 -0.058 1.379
H -9.808 0.013 1.084
H -10.817 1.628 -0.485
H -9.382 3.189 -1.750
H -6.909 3.127 -1.440
*
```


Entry 2:
The following is a quantum chemistry calculation of a cluster of 6 separate species, C55H67ClF3NO22PS in total, from the OMol25 dataset.

Largest force on an atom (eV/A): 2.2
Frontier orbital gap (eV): 8.0
LUMO (eV): -3.2
Energy relative to the best compared isomer or geometry (same formula, charge and spin) (kcal/mol): 0.00
DFT total energy (eV): -145447.19930
HOMO level (hartree): -0.410

The geometry in ORCA input format:
```
! wB97M-V def2-TZVPD RIJCOSX def2/J DEFGRID3
* xyz 1 1
C -2.470 -0.508 7.077
C -2.206 -1.986 6.786
C -0.942 -2.225 5.929
C -1.164 -3.090 4.680
C -0.357 -2.573 3.473
C -0.181 -3.635 2.380
C -1.375 -3.756 1.430
C -1.459 -2.551 0.486
C -0.443 -2.759 -0.652
C 0.243 -1.476 -1.119
C 1.350 -1.041 -0.183
C 2.135 0.175 -0.712
C 1.890 1.446 0.108
C 1.226 2.575 -0.689
C -0.291 2.306 -0.713
C -0.902 2.856 0.579
C -2.181 2.138 1.068
P -3.145 1.651 -0.479
O -3.975 0.351 0.074
Cl -4.738 2.981 -0.654
C -1.698 0.763 1.598
C -2.727 -0.027 2.425
C -4.085 0.617 2.709
N -4.215 2.117 2.469
C -5.057 2.701 3.570
C -6.448 2.112 3.465
C -7.014 1.492 4.660
O -7.403 2.766 4.194
C -2.921 2.834 2.244
S -3.320 4.587 1.804
C -2.116 2.942 3.567
F -2.500 4.013 4.299
F -0.807 3.040 3.334
F -2.340 1.856 4.336
H -1.944 -0.198 7.974
H -3.530 -0.312 7.206
H -2.112 0.112 6.265
H -2.075 -2.492 7.737
H -3.079 -2.397 6.292
H -0.139 -2.649 6.523
H -0.575 -1.252 5.608
H -2.218 -3.102 4.419
H -0.813 -4.101 4.856
H -0.809 -1.658 3.087
H 0.634 -2.300 3.833
H -0.041 -4.592 2.875
H 0.710 -3.394 1.805
H -2.279 -3.901 2.019
H -1.249 -4.639 0.814
H -2.453 -2.515 0.046
H -1.251 -1.637 1.039
H 0.335 -3.439 -0.309
H -0.933 -3.229 -1.499
H -0.523 -0.700 -1.192
H 0.664 -1.619 -2.113
H 0.915 -0.810 0.790
H 2.035 -1.866 -0.010
H 3.193 -0.061 -0.703
H 1.841 0.357 -1.743
H 1.203 1.190 0.915
H 2.787 1.797 0.607
H 1.605 2.629 -1.703
H 1.437 3.496 -0.152
H -0.723 2.763 -1.595
H -0.373 1.225 -0.735
H -0.125 2.726 1.317
H -1.031 3.920 0.420
H -4.147 -0.184 -0.709
H -0.788 0.908 2.165
H -1.416 0.166 0.733
H -2.253 -0.331 3.347
H -2.928 -0.949 1.894
H -4.832 0.135 2.099
H -4.342 0.418 3.739
H -4.802 2.242 1.638
H -4.660 2.453 4.540
H -5.234 3.758 3.405
H -6.718 1.682 2.508
H -7.771 0.738 4.544
H -6.350 1.537 5.508
H -2.997 4.579 0.512
C -7.629 5.710 -4.660
C -7.148 5.123 -3.558
C -7.832 3.945 -2.917
O -7.316 3.456 -1.923
C -9.060 3.457 -3.506
C -9.549 4.044 -4.610
C -8.851 5.207 -5.266
O -9.350 5.669 -6.271
O -10.663 3.655 -5.202
O -6.038 5.527 -2.947
H -7.143 6.554 -5.128
H -9.551 2.621 -3.029
H -10.786 4.242 -5.974
H -5.922 4.933 -2.184
C 2.314 -5.913 -0.792
C 3.253 -6.329 -1.649
C 3.079 -7.569 -2.484
O 3.977 -7.863 -3.247
C 1.844 -8.325 -2.340
C 0.896 -7.896 -1.494
C 1.075 -6.651 -0.669
O 0.164 -6.297 0.057
O -0.258 -8.525 -1.315
O 4.381 -5.662 -1.836
H 2.431 -5.020 -0.193
H 1.728 -9.218 -2.937
H -0.754 -8.007 -0.655
H 4.902 -6.152 -2.501
C 6.783 -1.458 0.304
C 7.854 -0.891 -0.263
C 8.079 -0.913 -1.749
O 9.070 -0.352 -2.176
C 7.104 -1.592 -2.585
C 6.030 -2.155 -2.018
C 5.796 -2.112 -0.531
O 4.777 -2.627 -0.106
O 5.081 -2.783 -2.699
O 8.790 -0.254 0.432
H 6.611 -1.439 1.371
H 7.278 -1.612 -3.652
H 4.440 -3.094 -2.029
H 9.445 0.058 -0.225
C 6.269 5.299 0.617
C 7.578 5.285 0.910
C 8.377 4.007 0.925
O 9.561 4.084 1.183
C 7.690 2.759 0.634
C 6.384 2.779 0.344
C 5.591 4.056 0.306
O 4.409 3.975 0.017
O 5.678 1.686 0.065
O 8.266 6.376 1.204
H 5.687 6.210 0.602
H 8.267 1.846 0.663
H 4.769 1.998 -0.108
H 9.184 6.086 1.370
C 1.181 -0.627 -5.626
C 1.321 0.197 -6.674
C 2.636 0.356 -7.392
O 2.666 1.112 -8.342
C 3.782 -0.392 -6.907
C 3.643 -1.213 -5.856
C 2.321 -1.390 -5.157
O 2.277 -2.167 -4.220
O 4.642 -1.924 -5.355
O 0.331 0.927 -7.162
H 0.241 -0.751 -5.106
H 4.725 -0.258 -7.418
H 4.277 -2.432 -4.605
H 0.705 1.422 -7.918
*
```


Which of these has the highest frontier orbital gap?
C55H67ClF3NO22PS


The lowest LUMO belongs to which entry?
C55H67ClF3NO22PS


Which of these has the highest DFT total energy?
C55H67ClF3NO22PS